a | Entry from the OMol25 dataset: C2H4N4S in the gas phase (ωB97M-V/def2-TZVPD).

CARTESIAN COORDINATES (ANGSTROEM)
H: -0.305 1.778 -1.428
N: 0.644 1.411 -1.468
C: 0.951 0.243 -1.238
N: 0.333 -0.839 -0.667
N: -0.879 -0.485 0.023
N: -0.585 0.601 1.060
C: -0.763 -0.711 1.407
S: -0.922 -1.775 2.618
H: 1.976 -0.102 -1.534
H: 0.953 -1.413 -0.041
H: -1.403 1.292 1.268

The LUMO energy is -0.52 eV. As for the charge: 0. As for the structure (SMILES): [H]/N=C\NN1NC1=S. The calculation puts the HOMO-LUMO gap at 9.027 eV.

b | Entry from the OMol25 dataset: a molecular structure, C2H4N4S (ωB97M-V/def2-TZVPD).

CARTESIAN COORDINATES (ANGSTROEM)
C: -0.408 1.659 -0.566
C: -0.782 -0.181 0.119
H: 1.943 -0.530 0.796
H: 2.203 -1.473 -0.606
H: -0.395 2.772 -0.891
H: -2.589 -1.514 1.088
N: 1.404 -1.046 0.121
N: 0.445 -0.128 -0.484
N: 0.836 1.123 -0.682
N: -1.369 0.989 0.117
S: -1.287 -1.669 0.989

The LUMO energy is 0.69 eV. As for the charge: 0. The calculation puts the HOMO-LUMO gap at 9.793 eV.

Among the structures above, stability is smallest for a.